[1]
ORCA calculation (ωB97M-V/def2-TZVPD) on a 3-piece molecular cluster, C35H64N4O5P overall at a distorted geometry.

Each line ends with the Löwdin charge.
Atoms and positions in Å:
C 0.66247 2.06780 5.81241  -0.166
H 3.05464 -1.95789 -3.26118  0.144
H 1.57507 -3.11897 0.59467  0.106
C -3.59767 -1.89053 -1.83929  -0.170
N 1.72067 -4.22891 -3.47702  -0.193
H 4.31515 -0.38333 -0.18633  0.084
H 2.83751 -0.46848 1.41571  0.112
H -0.49844 5.69811 -7.08838  0.105
H -7.87619 -1.90137 -0.24452  0.113
C 3.27278 0.00222 -2.24041  -0.286
C -0.69039 2.16412 -4.57922  -0.136
C 1.82888 -0.77555 3.82439  -0.193
H -2.47283 0.09736 -1.71820  0.113
O -1.41494 2.74630 4.44859  -0.113
H 6.14742 -1.93172 -0.83851  0.094
C -1.06788 -2.78186 8.03968  -0.125
C -1.12693 1.90760 3.27424  -0.266
H 2.28184 0.99577 -6.74046  0.104
H -0.05381 1.91048 1.15224  0.085
H -1.54252 -0.46272 10.36158  0.108
H 2.04932 -5.61792 -0.52222  0.093
H -0.94216 -1.02408 0.46890  0.117
H -7.60992 -1.51137 -2.10857  0.099
H 3.69389 0.44931 -3.26416  0.142
C 5.35992 -1.73505 -1.70526  -0.132
H -2.73095 5.05321 -6.13523  0.144
H -0.32715 -0.43211 4.69877  0.092
H -0.08159 -1.01563 2.48385  0.080
C -2.68571 -0.81254 -0.98400  -0.183
H 0.76377 -1.59779 5.72495  0.110
H 5.37589 0.53559 -1.49591  0.137
C -0.23131 6.78561 -5.14536  -0.116
H 0.74739 7.24117 -5.22243  0.093
H 1.12163 0.22253 7.19529  0.121
C 2.31140 0.03154 -6.03704  -0.085
C 1.32376 0.59050 6.07927  -0.205
H 1.33850 0.90672 -1.36445  0.066
H -3.28244 -0.33613 -0.07158  0.147
C -0.12057 0.84161 -5.40669  -0.215
H 1.02366 -2.53627 2.62100  0.110
C -1.12409 6.86968 -4.05031  -0.115
H 0.12178 3.01413 -4.76040  0.094
H 3.38775 -0.19474 -5.63775  0.081
O 2.59170 -4.91026 -1.00764  -0.234
H 2.69526 -1.56067 4.06196  0.130
C 2.32212 -1.28085 -2.60648  -0.174
C -7.27275 -1.22637 -1.01191  -0.120
H 2.93529 1.36025 -0.43161  0.085
C 2.45958 1.23060 -1.50787  -0.082
H -5.08035 -0.12584 -2.22720  0.135
C 1.78186 -0.89766 1.05995  -0.185
H 1.22881 -1.86175 -4.53547  0.158
H 1.81844 -0.87093 -6.62897  0.103
C 0.11975 2.32412 2.24338  -0.008
C 0.77330 -0.60219 5.09814  -0.194
H 1.77079 1.28695 -4.21082  0.116
O -1.87204 0.82055 2.97140  -0.054
C -0.97371 2.08735 5.70856  -0.163
H -1.37047 2.77135 6.59956  0.144
H -1.48347 1.02710 5.86350  0.128
H 0.95955 2.73710 6.75485  0.125
H -0.65936 -3.66315 7.56243  0.091
C 1.14109 -0.96846 -3.74859  -0.170
C 4.58786 -0.34035 -1.32343  -0.224
C -1.49069 -1.14379 9.52263  -0.140
H 2.28083 0.26213 3.51949  0.088
C 1.32054 0.33632 -4.72443  -0.287
O -5.83760 -1.51351 -0.75324  -0.257
C -2.24633 6.14266 -4.37887  -0.146
H -0.01694 -2.69133 10.01492  0.094
H 4.64730 -2.68624 -1.70465  0.069
H 0.02069 1.16357 -6.52908  0.117
H -3.58072 -2.90663 -1.24717  0.125
P 1.40024 -3.95434 -1.91494  0.760
O -0.22497 -4.49058 -1.58250  -0.225
H -0.96518 7.40258 -3.12174  0.092
H 5.98125 -1.61881 -2.69529  0.091
H 1.13861 1.88691 2.62022  0.069
H -1.72568 2.53773 -5.02370  0.080
C -2.02027 -1.94447 7.50309  -0.156
H 2.57808 2.21112 -2.14083  0.095
C 1.49517 -2.06912 -1.43163  -0.278
C 2.10263 -2.17645 0.08665  -0.155
H -0.95960 0.01202 -5.32526  0.107
C 1.03402 -1.37092 2.47902  -0.193
C -1.32361 -1.59097 -0.50940  -0.083
H 0.22453 3.50136 2.28816  0.108
C -0.83569 6.00916 -6.10872  -0.152
C -0.73308 -2.27522 9.31815  -0.113
H 2.49128 0.71710 5.99343  0.117
H -7.52823 -0.09540 -0.85060  0.101
H -5.61789 -1.81437 -2.95740  0.132
N -2.26732 -0.94736 8.41044  0.000
H -1.00924 -0.62225 -3.20528  0.134
H -2.54075 -1.97181 6.55516  0.106
H 2.55844 -4.88223 -3.50306  0.020
H 1.12643 -0.05518 0.58058  0.073
N -0.09630 -1.00040 -2.86945  0.136
H -2.92107 -0.18626 8.28017  0.147
H 3.25460 -2.39919 0.08289  0.121
H -1.57586 -2.68708 -0.18638  0.132
H -0.26142 -5.00556 -0.71227  0.097
H -3.15719 5.94981 -3.82796  0.105
H 1.19631 2.58961 4.88882  0.115
C -0.08061 -1.52948 -1.58276  -0.006
C -5.10832 -1.28086 -2.03117  -0.225
H -3.12022 -2.12062 -2.90548  0.125
N -2.06393 5.62689 -5.63562  -0.007
H -0.85309 1.92814 -3.43933  0.066

The total charge is +1. The multiplicity is 1. The strongest force on any atom is 8.5 eV Å⁻¹. The gap between HOMO and LUMO is 6.03 eV.

=====

[2]
ORCA calculation (ωB97M-V/def2-TZVPD) on a 7-piece molecular cluster, C41H71N4O5 overall at a distorted geometry.

Each line ends with the Löwdin charge.
Atoms and positions in Å:
H 14.21100 35.50700 29.88400  0.051
H 14.76300 30.91900 33.84800  0.061
H 12.69600 44.59400 33.73000  0.151
C 8.63200 40.59400 29.43700  -0.039
O 14.59000 33.09600 31.47700  -0.160
C 10.47100 33.17200 34.83500  -0.021
C 15.14200 35.10400 34.88100  -0.034
C 15.04000 31.61600 33.14700  -0.091
H 10.53200 33.61200 26.39200  0.135
C 14.45500 34.48700 29.72000  -0.112
H 5.12800 34.33500 33.37500  0.187
C 9.66500 40.64000 30.34300  -0.153
H 5.92000 33.53700 23.01100  0.039
C 9.75200 34.29600 31.23100  -0.395
H 15.80000 37.53200 32.45900  0.087
H 16.09500 35.09900 35.37500  0.133
H 8.39200 43.10100 30.50300  0.166
H 7.32500 35.90200 37.34700  0.114
H 6.86100 34.17900 37.23500  0.055
H 16.05600 35.94800 32.03100  0.092
H 10.18600 33.42500 31.79300  0.031
H 7.69800 31.27800 31.46800  0.151
C 7.35600 34.93600 36.66700  -0.103
H 6.65200 33.39400 32.91400  0.118
O 10.01700 29.32900 32.94900  -0.145
C 12.59000 35.10800 33.67100  -0.038
H 9.64800 31.40000 32.72800  0.096
H 6.68000 37.26100 28.79500  0.145
O 9.14400 35.26300 32.04200  -0.427
N 8.52200 38.26100 29.79300  -0.061
C 5.82800 33.30300 33.73000  -0.329
N 14.73900 36.02000 33.87500  -0.077
H 13.90400 34.75300 28.79600  0.080
C 9.29300 30.04600 36.27100  -0.009
H 4.99500 31.81600 32.67600  0.089
C 9.53400 30.43600 32.17600  -0.330
C 7.57000 37.01500 29.61000  0.042
H 15.94900 31.43900 32.76300  0.056
H 10.07900 29.42300 36.77000  0.091
C 11.85700 33.20900 35.26100  -0.043
C 9.59100 32.25300 35.29300  -0.032
H 14.45200 33.42300 35.85700  0.046
H 5.74800 35.49600 35.34200  0.116
H 13.17800 32.03300 36.65500  0.033
H 13.23800 36.81000 32.45500  0.144
H 9.68600 37.27900 31.27500  0.142
C 11.62500 41.97300 31.25100  -0.027
H 11.54600 35.01200 33.13900  0.134
H 8.20300 32.56400 26.78800  0.144
H 10.57600 34.81300 30.83900  0.011
C 9.96100 43.96100 31.92100  -0.031
H 4.47500 31.86200 34.44000  0.061
H 13.29200 42.76000 32.09700  0.150
H 11.07600 39.43000 31.45500  0.079
N 10.02000 31.34900 36.29800  -0.093
H 9.35100 44.76200 32.32200  0.127
C 15.80900 36.54500 32.93600  -0.029
C 6.88000 33.67600 24.97500  -0.283
H 15.44600 34.34100 29.17700  0.119
C 13.46300 36.05900 33.25500  -0.025
H 7.57700 35.41000 34.57900  0.154
H 6.84900 32.62000 25.10900  0.089
H 10.04900 33.68000 28.20400  0.081
C 11.34700 31.31300 36.63700  -0.081
C 8.42900 33.69600 26.76000  -0.346
H 14.13900 31.08100 31.40400  0.129
H 10.05800 30.75300 31.26200  0.127
H 9.77400 35.07400 27.19700  0.046
C 13.76300 33.40300 30.37800  -0.300
H 8.23300 30.07200 36.56000  0.102
C 10.17600 39.41800 30.93200  0.019
H 7.97200 29.66200 30.83200  0.119
C 9.74800 34.03600 27.18200  -0.110
N 11.33500 43.94500 32.28900  -0.124
C 5.28200 31.94100 33.74300  -0.107
H 7.13000 36.75800 30.47500  0.024
H 11.72200 30.10000 33.72200  0.097
H 6.74200 35.24700 23.36300  0.137
O 8.17500 34.24800 25.44100  -0.155
H 12.80600 27.81500 33.89000  0.067
H 11.05100 45.59700 33.56000  0.054
C 14.13500 31.91000 32.11000  -0.312
H 6.10500 31.13100 34.05200  0.113
H 15.08600 32.45600 33.90100  0.087
C 11.41700 29.30600 33.03100  -0.294
H 8.40300 41.43500 28.93900  0.083
H 12.17300 41.11100 30.76300  0.131
H 16.66100 36.54300 33.62300  0.080
H 8.16100 36.10700 29.30200  0.087
C 12.30900 32.21000 36.29000  0.009
H 6.04700 33.87000 25.62000  0.102
C 8.19000 30.19100 31.84000  -0.092
H 13.15400 32.10900 32.72900  0.147
H 7.15900 39.44900 28.42700  0.158
C 6.71000 34.93000 35.28100  -0.296
C 9.47600 38.27000 30.72400  -0.042
H 8.44200 32.16300 35.07200  0.166
C 11.80600 27.97400 33.62600  -0.034
C 8.08900 39.40700 29.09900  -0.015
H 7.70000 34.13400 27.41000  0.098
O 6.51700 33.55300 34.95900  -0.233
H 10.02200 33.90900 34.11400  0.112
H 11.39700 27.31400 32.86700  0.096
H 8.42600 34.76900 36.44600  0.052
H 9.25200 29.56100 35.27900  0.080
C 10.20100 41.92200 30.81300  -0.157
H 7.66800 33.56700 22.98500  0.100
C 12.89000 34.24500 34.71200  -0.100
H 9.26300 33.73700 30.43000  0.034
C 12.21300 42.96400 31.91400  -0.077
H 12.77900 33.69400 30.86100  0.124
H 11.79200 30.39900 37.33300  0.190
H 7.62600 29.88300 32.54800  -0.014
C 11.49400 44.65600 33.56900  -0.041
H 11.88300 29.64500 32.07200  0.125
H 11.33100 27.90800 34.49600  0.021
C 14.26700 34.20000 35.29300  -0.023
H 10.95200 44.30400 34.44800  0.090
C 6.73000 34.01100 23.49900  -0.089
H 13.63500 32.51800 29.69700  0.138
C 9.44100 43.05700 31.04600  -0.023

The total charge is +1. The multiplicity is 1. Its relative energy (zero: lowest compared OMol25 entry of this formula, charge and spin) is 0.00 kcal per mole. The strongest force on any atom is 9.9 eV Å⁻¹. The gap between HOMO and LUMO is 1.62 eV.

=====

[3]
ORCA calculation (ωB97M-V/def2-TZVPD) on a 2-piece molecular cluster, C3H9NO2 overall at a distorted geometry.

Each line ends with the natural charge from an NBO analysis.
Atoms and positions in Å:
H 2.05292 -1.61140 0.89614  0.366
H -0.21276 -1.17361 0.95165  0.209
H -2.44808 0.86573 -0.19833  0.494
C -0.09000 0.79121 0.92536  0.457
N 1.85126 -0.62515 0.92837  -0.850
H 1.53798 0.24713 -1.31496  0.236
C 0.65754 -0.36577 -1.16786  -0.632
O -1.26129 0.92171 1.22640  -0.565
H -3.25051 0.67162 -1.52999  0.467
C 0.49399 -0.46339 0.35892  -0.162
H 1.98793 -0.25264 1.85708  0.365
H 0.55032 1.56999 1.42069  0.120
H -0.30005 -0.20698 -1.66119  0.254
O -2.42111 0.99318 -1.16489  -0.970
H 0.85186 -1.36162 -1.52739  0.212

As for the SMILES: C[C@@H](N)C=O.O. The multiplicity is 1. Its relative energy (zero: lowest compared OMol25 entry of this formula, charge and spin) is 48.76 kcal per mole. The strongest force on any atom is 2.7 eV Å⁻¹. The gap between HOMO and LUMO is 10.59 eV.

=====

[4]
ORCA calculation (ωB97M-V/def2-TZVPD) on a single C3H4O3S2 molecule at a distorted geometry.

Each line ends with the natural charge from an NBO analysis.
Atoms and positions in Å:
H 2.31801 -0.65614 0.82344  0.259
H 0.80977 -0.34810 1.62494  0.242
O -3.39142 -0.75158 -0.08864  -0.886
C -0.91417 -0.90739 -0.34437  -0.547
S -2.21633 0.12144 -0.30139  1.237
C 1.32318 -0.18597 0.76002  -0.637
S 0.66973 1.29014 -0.00353  2.101
O -0.42108 1.90541 0.73779  -0.904
C 0.45247 -0.34741 -0.53104  -0.513
H -1.17467 -1.90738 -0.44609  0.247
O 1.49782 2.24140 -0.78640  -0.874
H 1.04669 -0.45442 -1.44474  0.275

The multiplicity is 1. Its relative energy (zero: lowest compared OMol25 entry of this formula, charge and spin) is 89.74 kcal per mole. The strongest force on any atom is 3.7 eV Å⁻¹. The gap between HOMO and LUMO is 8.94 eV.

=====

[5]
ORCA calculation (ωB97M-V/def2-TZVPD) on C9H10AsBBeClF8Te as an isolated structure at a distorted geometry.

Each line ends with the Löwdin spin population.
Atoms and positions in Å:
F 5.79123 -0.14044 -1.04645  0.000
H 0.75950 -1.29215 -0.97143  0.010
C -1.62388 -3.44229 -0.20834  0.004
F 4.22425 1.22062 -2.72421  0.000
F 4.77225 3.44151 -2.01083  0.000
H 1.39977 -2.67574 1.30697  0.000
H -3.51592 6.36963 1.26400  0.000
Te -1.36719 -1.44778 -2.55493  0.824
C -2.40151 -3.02023 -1.38377  0.055
H -0.49292 -0.54463 -0.07445  0.017
H 0.66580 -4.75348 2.52306  0.000
Cl -3.22581 3.97746 0.79616  0.000
H -3.42557 -2.73402 -1.09680  0.013
C -0.44090 -2.65530 0.16285  0.004
C -0.27217 -1.44697 -0.65628  0.062
As 5.45233 1.70387 -1.47080  0.000
H -3.21724 5.85989 -0.61705  0.000
C -3.02578 5.76468 0.44608  0.000
F 2.01671 1.22837 0.03183  0.000
Be 3.01931 2.10062 0.55277  0.000
C 0.42475 -3.16660 1.08557  -0.001
F 3.37093 2.84732 1.65867  0.000
H -2.46480 -3.91121 -2.08374  0.012
F 4.38936 1.60047 -0.00719  0.000
B -1.57958 6.56164 0.48685  0.000
F -0.95317 6.31073 1.64462  0.000
C 0.07479 -4.32423 1.77454  0.001
C -1.97383 -4.60483 0.41440  -0.001
C -1.07922 -5.04253 1.38954  0.000
F -1.19377 7.29540 -0.59023  0.000
H -1.21614 -5.95226 1.87681  0.000
H -2.89157 -5.12751 0.08176  0.000

The multiplicity is 2. Its relative energy (zero: lowest compared OMol25 entry of this formula, charge and spin) is 23.97 kcal per mole. Its expectation value of S² is 0.755. The strongest force on any atom is 4.4 eV Å⁻¹. The gap between HOMO and LUMO (alpha / beta) is 5.91 / 3.30 eV.

=====

[6]
ORCA calculation (ωB97M-V/def2-TZVPD) on a 3-piece molecular cluster, C5H11N3 overall at a distorted geometry.

Each line ends with the natural charge from an NBO analysis.
Atoms and positions in Å:
H -0.85327 2.41732 0.68485  0.148
C 0.25970 0.01209 1.06430  0.446
H 1.81971 -0.44854 -0.99827  0.225
H 0.57920 -1.30624 -1.91872  0.257
C -1.66179 -0.23498 -0.52325  -0.636
N -0.13542 -2.27102 0.38226  -0.993
H 0.80833 -2.47397 0.72298  0.333
H 0.99429 0.80601 2.63995  0.393
H -1.83652 0.63229 -1.16371  0.225
H -1.96342 -1.14236 -1.04822  0.257
H 0.66551 0.47461 -1.97810  0.227
H 1.85730 2.18989 -0.37214  0.334
N 1.03369 2.71336 -0.05148  -0.638
C 0.08829 1.97267 0.32156  -0.014
N 0.74884 -0.07393 2.18384  -0.600
H -2.27598 -0.13198 0.37215  0.226
H -0.72096 -2.37904 1.21426  0.332
C 0.78477 -0.40452 -1.34092  -0.638
C -0.19229 -0.35167 -0.19134  0.116

The multiplicity is 1. Its relative energy (zero: lowest compared OMol25 entry of this formula, charge and spin) is 130.28 kcal per mole. The strongest force on any atom is 5.6 eV Å⁻¹. The gap between HOMO and LUMO is 7.96 eV.